Molecular formula: C15H13F7N2O3
Method: DFT, ωB97M-V/def2-TZVPD

Structure (XYZ):
```
40
Properties=species:S:1:pos:R:3:nbo_charge:R:1
C 3.89 0.22 -4.08 -0.254
H 4.45 0.67 -4.89 0.208
O 3.99 -1.17 -4.28 -0.486
C 3.41 -2.01 -3.40 0.316
C 3.57 -3.38 -3.65 -0.232
C 3.04 -4.32 -2.80 -0.184
C 2.32 -3.93 -1.69 -0.215
C 2.12 -2.57 -1.44 -0.060
C 2.67 -1.61 -2.29 -0.323
H 2.56 -0.57 -2.06 0.217
C 1.34 -2.21 -0.24 0.631
O 1.24 -2.89 0.76 -0.607
N 0.72 -0.98 -0.29 -0.446
N -0.11 -0.66 0.77 -0.380
C -0.76 0.49 0.93 0.340
C -1.52 0.67 2.06 -0.482
C -2.28 1.83 2.35 0.479
O -2.45 2.85 1.70 -0.592
C -3.02 1.72 3.72 0.569
F -2.14 1.49 4.73 -0.316
F -3.87 0.66 3.74 -0.319
C -3.83 3.00 4.05 0.554
F -2.99 4.05 4.18 -0.295
F -4.43 2.86 5.25 -0.300
C -4.92 3.34 2.99 0.924
F -6.10 3.53 3.59 -0.307
F -4.63 4.45 2.33 -0.292
F -5.10 2.36 2.11 -0.310
H -1.54 -0.12 2.80 0.224
C -0.64 1.50 -0.16 -0.700
H -1.10 1.12 -1.08 0.228
H 0.40 1.73 -0.35 0.228
H -1.16 2.41 0.12 0.293
H -0.08 -1.39 1.48 0.437
H 0.54 -0.51 -1.17 0.411
H 1.90 -4.65 -1.00 0.238
H 3.19 -5.37 -3.00 0.223
H 4.14 -3.67 -4.52 0.230
H 2.85 0.56 -4.13 0.174
H 4.34 0.52 -3.13 0.179
```

Calculated values
F_max: 0.85 eV/A
2S+1: 1
LUMO: -0.2 eV
Structure (SMILES): COc1cccc(C(=O)NN/C(C)=C/C(=O)C(F)(F)C(F)(F)C(F)(F)F)c1
ΔE to the lowest compared entry with this formula, charge and spin: 6.53 kcal/mol

***

Molecular formula: C29H57Cl2N2O7P4
Method: DFT, ωB97M-V/def2-TZVPD

Structure (XYZ):
```
101
Properties=species:S:1:pos:R:3:mulliken_charge:R:1
C 5.38 1.69 1.94 -1.699
C 4.47 0.47 2.20 1.317
C 5.29 -0.79 2.62 -1.282
C 5.53 -1.78 1.45 0.444
C 6.78 -1.43 0.57 -1.139
C 6.46 -1.41 -0.95 -0.952
C 5.47 -0.30 -1.34 0.102
C 4.50 -0.70 -2.50 -1.204
C 3.01 -0.48 -2.09 1.360
C 2.35 0.67 -2.86 -0.948
C 0.88 0.99 -2.42 -1.345
C 0.52 0.36 -1.10 0.506
N 0.71 1.09 -0.02 -1.196
N 0.43 0.53 1.14 1.481
P 0.64 1.58 2.58 0.067
P -0.26 3.48 2.00 0.736
O -1.68 3.24 1.72 -0.518
O -0.08 4.55 3.18 -0.482
O 0.47 4.10 0.70 -0.529
C 0.00 -0.71 1.40 0.048
C -0.22 -1.14 2.80 -0.891
Cl -1.76 -0.77 3.55 -0.063
C 0.70 -1.76 3.54 0.334
C 2.08 -2.10 3.01 -0.260
Cl 0.41 -2.20 5.20 -0.150
C -0.24 -1.57 0.26 1.513
P -0.83 -3.30 0.32 0.156
C 0.56 -4.51 0.11 -0.695
C 1.99 -3.91 -0.05 -0.861
C -1.92 -3.67 1.75 -0.437
C -3.29 -2.93 1.67 -0.967
C 0.05 -0.98 -0.98 0.724
C -0.13 -1.83 -2.23 -2.745
H 6.29 1.43 1.37 0.292
H 4.86 2.47 1.37 0.342
H 5.72 2.10 2.89 0.471
H 3.80 0.77 3.02 0.321
H 3.81 0.28 1.33 -0.682
H 4.70 -1.31 3.39 0.416
H 6.24 -0.44 3.03 0.549
H 5.69 -2.76 1.90 0.516
H 4.67 -1.84 0.76 -0.423
H 7.23 -0.48 0.87 0.308
H 7.52 -2.22 0.77 0.398
H 6.10 -2.43 -1.19 0.368
H 7.43 -1.32 -1.46 0.448
H 6.08 0.54 -1.70 0.491
H 4.93 0.10 -0.47 -0.341
H 4.71 -1.75 -2.71 0.440
H 4.76 -0.10 -3.38 0.399
H 2.48 -1.41 -2.35 -0.369
H 3.01 -0.35 -1.00 -0.503
H 2.31 0.43 -3.93 0.289
H 2.95 1.58 -2.78 0.397
H 0.14 0.69 -3.17 0.537
H 0.77 2.08 -2.33 0.333
H 2.02 1.88 2.71 -0.143
H 0.02 5.41 2.73 0.334
H -0.20 4.11 -0.01 0.367
H 2.75 -2.46 3.80 0.819
H 2.51 -1.21 2.54 -0.464
H 1.97 -2.95 2.33 -0.087
H 0.35 -5.05 -0.82 0.462
H 0.57 -5.29 0.89 0.531
H 2.39 -4.01 -1.06 0.529
H 2.09 -2.87 0.28 -0.196
H 2.67 -4.49 0.59 0.405
H -2.17 -4.74 1.66 0.523
H -1.45 -3.57 2.74 0.332
H -3.21 -2.03 1.05 0.138
H -3.62 -2.63 2.67 0.288
H -4.07 -3.60 1.30 0.368
H 0.09 -1.29 -3.15 0.417
H 0.63 -2.63 -2.16 0.319
H -1.12 -2.30 -2.22 0.581
O -6.65 2.27 0.18 -0.782
P -6.17 2.21 -1.23 1.023
O -6.44 0.65 -1.65 -0.288
C -7.79 0.21 -1.81 -0.363
C -8.43 0.76 -3.07 -0.929
O -4.55 2.15 -0.99 -0.241
C -3.97 2.48 0.27 -0.424
C -3.80 1.23 1.13 -0.502
O -5.89 2.68 -2.79 -0.350
C -6.36 3.99 -3.18 -0.258
C -5.73 5.09 -2.35 -1.105
H -8.38 0.48 -0.92 0.294
H -7.76 -0.88 -1.86 0.325
H -8.60 1.84 -2.97 0.183
H -9.39 0.28 -3.26 0.414
H -7.78 0.61 -3.93 0.254
H -4.56 3.24 0.79 0.280
H -3.00 2.92 0.08 0.184
H -4.71 0.64 1.17 0.465
H -3.50 1.50 2.14 0.398
H -3.02 0.59 0.70 -0.162
H -7.45 4.02 -3.09 0.275
H -6.11 4.12 -4.23 0.363
H -6.02 5.02 -1.30 0.338
H -6.04 6.07 -2.72 0.420
H -4.64 5.02 -2.38 0.243
```

Calculated values
Total charge: +1
F_max: 7.27 eV/A
2S+1: 1
LUMO: -4.2 eV

***

Molecular formula: C28H26NO6S
Method: DFT, ωB97M-V/def2-TZVPD

Structure (XYZ):
```
62
Properties=species:S:1:pos:R:3:nbo_charge:R:1
C -1.87 -5.30 0.21 -0.623
C -1.21 -4.16 -0.51 -0.075
O 0.15 -4.15 0.00 -0.541
C 0.81 -3.09 -0.56 0.754
C 2.10 -2.92 0.08 -0.922
S 2.73 -1.36 0.36 2.174
C 2.55 -0.93 2.11 -0.196
C 1.57 -0.03 2.56 -0.221
C 1.63 0.49 3.86 -0.226
C 2.63 0.09 4.75 -0.231
C 3.54 -0.88 4.33 -0.214
C 3.50 -1.39 3.03 -0.234
O 4.16 -1.45 0.07 -0.974
O 1.89 -0.34 -0.21 -0.964
O 0.36 -2.49 -1.55 -0.676
H -2.87 -5.46 -0.18 0.196
H -1.29 -6.22 0.10 0.212
H -1.96 -5.06 1.27 0.203
H -1.18 -4.31 -1.60 0.193
H -1.67 -3.19 -0.28 0.182
H 2.57 -3.73 0.59 0.233
H 0.77 0.29 1.90 0.241
H 0.88 1.21 4.18 0.203
H 2.69 0.53 5.74 0.203
H 4.30 -1.24 5.02 0.201
H 4.24 -2.12 2.70 0.229
C -1.26 -8.38 -3.17 -0.392
N 0.13 -8.28 -3.54 -0.477
C 0.79 -9.57 -3.62 -0.396
C 0.84 -7.11 -3.21 0.158
C 1.70 -7.09 -2.09 -0.275
C 2.36 -5.92 -1.74 -0.065
C 2.32 -4.79 -2.58 -0.127
C 3.14 -3.62 -2.34 0.031
C 4.49 -3.64 -2.42 -0.357
C 5.34 -2.45 -2.74 0.626
O 4.95 -1.35 -3.13 -0.547
C 6.76 -2.93 -2.59 -0.039
C 6.75 -4.31 -2.33 -0.134
C 7.91 -5.03 -2.12 -0.175
C 9.13 -4.34 -2.15 -0.211
C 9.16 -2.96 -2.45 -0.207
C 7.97 -2.26 -2.70 -0.209
C 5.37 -4.85 -2.31 0.548
O 5.07 -6.03 -2.23 -0.560
C 1.46 -4.82 -3.69 -0.164
C 0.73 -5.95 -4.00 -0.248
H -1.73 -7.38 -3.17 0.212
H -1.77 -9.02 -3.89 0.182
H -1.37 -8.82 -2.16 0.161
H 1.77 -9.47 -4.10 0.210
H 0.91 -10.02 -2.63 0.160
H 0.17 -10.22 -4.24 0.188
H 1.82 -7.99 -1.50 0.204
H 2.89 -5.87 -0.79 0.211
H 2.66 -2.64 -2.37 0.264
H 7.84 -6.09 -1.91 0.226
H 10.05 -4.87 -1.92 0.207
H 10.11 -2.44 -2.46 0.209
H 7.97 -1.21 -2.97 0.227
H 1.39 -3.92 -4.31 0.221
H 0.10 -6.00 -4.88 0.210
```

Calculated values
Total charge: -1
F_max: 1.80 eV/A
2S+1: 1
LUMO: 2.3 eV
ΔE to the lowest compared entry with this formula, charge and spin: 0.00 kcal/mol

***

Molecular formula: C22H45B2ClF2IN5O11P
Method: DFT, ωB97M-V/def2-TZVPD

Structure (XYZ):
```
90
Properties=species:S:1:pos:R:3:mulliken_charge:R:1
C 4.09 1.44 -1.51 -0.796
C 3.19 0.98 -2.65 -0.296
O 2.36 -0.10 -2.29 -0.487
C 1.11 0.33 -1.76 -0.702
C 0.52 -0.87 -1.05 -1.460
C 1.15 -1.15 0.31 -1.783
N 1.14 -2.58 0.70 0.693
B 2.56 -2.90 1.05 0.575
O 3.31 -3.50 0.12 -0.616
N 3.16 -2.49 2.33 0.106
C 4.32 -1.61 1.98 -1.004
C 3.68 -3.65 3.11 -1.092
C 0.15 -2.97 1.63 -0.407
I -1.83 -2.84 0.66 0.216
C 0.16 -4.45 1.91 -0.016
O 0.65 -5.26 1.14 -0.502
N -0.62 -4.87 3.08 -0.046
C 0.17 -5.47 4.06 0.447
O 1.37 -5.47 4.16 -0.402
F -0.63 -6.04 4.97 -0.247
C 0.06 -2.13 2.91 -0.738
F 0.69 -2.73 3.97 -0.553
N 0.75 -0.83 2.80 0.554
P 0.27 0.40 4.13 0.338
C -0.80 -0.50 5.29 -1.205
C 1.84 0.57 5.06 -1.023
C 0.75 -0.16 1.44 0.732
Cl 2.09 1.04 1.59 -0.065
B -0.59 0.74 1.25 0.826
N -0.46 2.02 0.55 -0.373
O -1.81 0.31 1.72 -0.645
H 4.28 0.64 -0.81 0.017
H 3.57 2.21 -0.95 0.203
H 5.00 1.89 -1.90 0.438
H 2.59 1.82 -2.99 0.247
H 3.81 0.68 -3.49 0.462
H 1.29 1.18 -1.11 0.275
H 0.45 0.63 -2.57 0.617
H -0.56 -0.86 -1.04 0.367
H 0.81 -1.72 -1.66 0.431
H 2.20 -0.94 0.12 0.974
H 2.76 -3.96 -0.53 0.343
H 4.69 -1.14 2.88 0.356
H 5.12 -2.18 1.52 0.480
H 4.03 -0.86 1.26 0.160
H 3.43 -4.60 2.66 0.320
H 3.22 -3.65 4.08 0.331
H 4.75 -3.57 3.27 0.385
H -1.28 -5.55 2.72 0.447
H -0.98 -2.04 3.20 1.059
H 1.74 -1.06 3.00 0.141
H -0.34 -1.33 5.80 0.372
H -1.69 -0.85 4.77 0.355
H -1.15 0.26 5.98 0.498
H 1.89 1.56 5.47 0.430
H 2.66 0.44 4.36 0.229
H 1.95 -0.20 5.81 0.409
H -1.33 2.13 0.04 0.183
H -0.42 2.75 1.25 0.218
H -2.17 1.00 2.29 0.239
C -1.68 5.10 -2.20 -1.286
C -0.28 4.52 -2.27 0.421
O 0.20 4.47 -3.62 -0.371
C 0.66 5.62 -4.10 0.760
O 0.72 6.66 -3.50 -0.551
O 1.04 5.42 -5.36 -0.345
C 1.52 6.60 -6.03 -0.648
H -2.35 4.57 -2.87 0.343
H -2.06 5.04 -1.18 0.356
H -1.68 6.15 -2.50 0.364
H -0.29 3.49 -1.93 -0.262
H 0.42 5.07 -1.65 0.362
H 2.30 7.08 -5.45 0.308
H 0.70 7.29 -6.21 0.297
H 1.93 6.26 -6.98 0.228
C -5.21 -0.88 -5.02 -1.085
C -6.44 -1.26 -4.22 -0.186
O -6.10 -1.70 -2.90 -0.374
C -5.84 -0.74 -2.02 0.763
O -5.88 0.44 -2.22 -0.553
O -5.53 -1.32 -0.86 -0.357
C -5.18 -0.39 0.17 -0.563
H -4.50 -1.70 -5.02 0.289
H -5.49 -0.64 -6.04 0.359
H -4.72 -0.01 -4.58 0.303
H -6.95 -2.10 -4.68 0.300
H -7.15 -0.44 -4.16 0.315
H -5.95 0.37 0.30 0.403
H -4.23 0.09 -0.06 0.159
H -5.09 -0.96 1.09 0.233
```

Calculated values
Total charge: +1
F_max: 2.27 eV/A
2S+1: 1
LUMO: -3.7 eV